No. 1
Entry from OMol25: an isolated molecule of C28H30FN5O3 (wB97M-V/def2-TZVPD).

Values from the calculation:
Total charge ... 0
ΔE to the lowest compared entry with this formula, charge and spin ... 0.2315 eV
DFT total energy ... -1684.38008 Ha
Structure (SMILES) ... O=C(NCCc1c[nH]c2ccccc12)C(=O)NC[C@@H](c1ccco1)N1CCN(c2ccc(F)cc2)CC1
F_max ... 0.916 eV/A
HOMO-LUMO gap ... 0.301 hartree

Atoms and positions in Å:
1 O 2.661 3.520 0.184
2 C 2.210 3.196 -0.901
3 N 2.750 3.463 -2.098
4 C 4.153 3.754 -2.256
5 C 4.901 2.507 -2.777
6 C 4.348 1.275 -2.136
7 C 3.555 0.341 -2.734
8 N 3.130 -0.580 -1.816
9 C 3.632 -0.245 -0.590
10 C 3.466 -0.853 0.647
11 C 4.087 -0.270 1.730
12 C 4.864 0.883 1.587
13 C 5.041 1.484 0.362
14 C 4.413 0.924 -0.751
15 C 0.910 2.399 -1.011
16 O 0.459 2.032 -2.084
17 N 0.389 2.143 0.193
18 C -0.734 1.274 0.402
19 C -0.283 -0.166 0.750
20 C 0.332 -0.230 2.117
21 C 0.459 0.683 3.124
22 C 1.130 0.018 4.180
23 C 1.356 -1.246 3.737
24 O 0.879 -1.403 2.492
25 N -1.327 -1.170 0.654
26 C -2.469 -0.971 1.524
27 C -3.260 -2.284 1.559
28 N -3.700 -2.678 0.239
29 C -4.917 -2.248 -0.267
30 C -5.743 -1.343 0.411
31 C -6.984 -0.991 -0.085
32 C -7.417 -1.537 -1.276
33 F -8.629 -1.188 -1.770
34 C -6.634 -2.440 -1.972
35 C -5.402 -2.792 -1.465
36 C -2.556 -2.811 -0.638
37 C -1.763 -1.496 -0.687
38 H 2.256 3.057 -2.885
39 H 4.517 4.034 -1.265
40 H 4.286 4.596 -2.940
41 H 5.965 2.617 -2.561
42 H 4.774 2.430 -3.858
43 H 3.259 0.261 -3.763
44 H 2.545 -1.372 -2.015
45 H 2.868 -1.747 0.755
46 H 3.974 -0.710 2.710
47 H 5.334 1.306 2.463
48 H 5.646 2.371 0.265
49 H 0.950 2.448 0.981
50 H -1.370 1.676 1.194
51 H -1.291 1.251 -0.539
52 H 0.488 -0.452 0.020
53 H 0.123 1.700 3.134
54 H 1.401 0.432 5.129
55 H 1.825 -2.094 4.194
56 H -2.114 -0.722 2.525
57 H -3.122 -0.158 1.164
58 H -4.110 -2.219 2.236
59 H -2.591 -3.072 1.923
60 H -5.423 -0.890 1.335
61 H -7.611 -0.290 0.444
62 H -6.997 -2.867 -2.894
63 H -4.816 -3.523 -2.000
64 H -2.867 -3.083 -1.643
65 H -1.911 -3.600 -0.238
66 H -0.888 -1.617 -1.328
67 H -2.410 -0.714 -1.122

---

No. 2
Entry from OMol25: a structure of composition C28H30IrN5PS2 in a non-equilibrium geometry (wB97M-V/def2-TZVPD).

Values from the calculation:
Total charge ... +2
ΔE to the lowest compared entry with this formula, charge and spin ... 1.0124 eV
DFT total energy ... -2600.29628 Ha
F_max ... 3.622 eV/A
Spin multiplicity ... 2
HOMO-LUMO gap (spin up / spin down) ... 0.292 / 0.140 hartree

Atoms and positions in Å:
1 Ir -0.242 -0.352 0.174
2 C 0.677 1.642 -1.795
3 C 0.999 0.282 -2.457
4 N 0.207 -0.838 -1.867
5 C -1.027 -1.218 -2.625
6 C -2.138 -1.600 -1.665
7 N -2.231 -0.607 -0.556
8 C -2.805 0.706 -0.961
9 C -1.766 1.643 -1.540
10 N -0.453 1.539 -0.826
11 H 0.433 2.390 -2.549
12 H 1.551 2.003 -1.254
13 H 2.047 0.052 -2.280
14 H 0.853 0.316 -3.537
15 H 0.808 -1.658 -1.839
16 H -0.810 -2.051 -3.293
17 H -1.319 -0.384 -3.256
18 H -1.939 -2.571 -1.210
19 H -3.088 -1.666 -2.199
20 H -2.842 -1.010 0.152
21 H -3.210 1.164 -0.068
22 H -3.626 0.565 -1.667
23 H -2.137 2.667 -1.484
24 H -1.582 1.443 -2.592
25 H -0.376 2.312 -0.171
26 S 0.285 -2.542 0.834
27 C 1.918 -2.038 0.914
28 S 2.036 -0.372 0.606
29 C 3.009 -2.843 1.279
30 C 2.796 -4.206 1.598
31 N 2.555 -5.296 1.884
32 C 4.301 -2.271 1.379
33 N 5.335 -1.766 1.428
34 C -3.423 3.849 3.412
35 C -2.139 3.748 3.919
36 C -1.345 2.648 3.623
37 C -1.825 1.620 2.807
38 C -3.129 1.733 2.318
39 C -3.922 2.829 2.615
40 P -0.767 0.162 2.462
41 C 0.729 0.544 3.414
42 C 0.980 0.021 4.680
43 C 2.103 0.426 5.392
44 C 2.969 1.366 4.859
45 C 2.702 1.928 3.615
46 C 1.592 1.518 2.902
47 C -1.568 -1.279 3.245
48 C -2.954 -1.331 3.411
49 C -3.564 -2.468 3.922
50 C -2.802 -3.566 4.290
51 C -1.423 -3.520 4.151
52 C -0.812 -2.392 3.626
53 H -4.039 4.707 3.648
54 H -1.744 4.525 4.560
55 H -0.355 2.604 4.050
56 H -3.577 0.934 1.745
57 H -4.935 2.877 2.235
58 H 0.298 -0.682 5.135
59 H 2.290 0.009 6.372
60 H 3.844 1.676 5.415
61 H 3.360 2.683 3.205
62 H 1.378 1.988 1.946
63 H -3.574 -0.474 3.201
64 H -4.638 -2.484 4.052
65 H -3.278 -4.446 4.701
66 H -0.814 -4.361 4.455
67 H 0.265 -2.386 3.535

---

No. 3
Entry from OMol25: an isolated molecule of C28H30N4O6 (wB97M-V/def2-TZVPD).

Values from the calculation:
Total charge ... 0
ΔE to the lowest compared entry with this formula, charge and spin ... 0.0337 eV
DFT total energy ... -1755.52805 Ha
Structure (SMILES) ... COc1ccc([C@@H](C(=O)Nc2ccc(C(C)C)cc2)N(Cc2ccco2)C(=O)C[C@@H]2NC(=O)NC2=O)cc1
F_max ... 0.974 eV/A
HOMO-LUMO gap ... 0.322 hartree

Atoms and positions in Å:
1 C 6.457 1.741 5.061
2 O 6.167 1.624 3.689
3 C 4.885 1.369 3.313
4 C 3.817 1.188 4.186
5 C 2.554 0.934 3.682
6 C 2.320 0.849 2.316
7 C 0.919 0.545 1.850
8 C 0.468 1.260 0.555
9 O 1.211 1.845 -0.199
10 N -0.870 1.126 0.394
11 C -1.654 1.468 -0.713
12 C -1.152 2.120 -1.834
13 C -1.989 2.401 -2.897
14 C -3.333 2.051 -2.879
15 C -4.244 2.367 -4.039
16 C -4.341 3.879 -4.254
17 C -3.768 1.668 -5.315
18 C -3.823 1.402 -1.752
19 C -2.999 1.111 -0.682
20 N 0.706 -0.907 1.710
21 C 1.664 -1.629 0.892
22 C 1.521 -1.252 -0.552
23 C 2.439 -0.915 -1.499
24 C 1.708 -0.644 -2.683
25 C 0.401 -0.835 -2.370
26 O 0.274 -1.212 -1.083
27 C -0.456 -1.412 2.171
28 O -1.350 -0.691 2.596
29 C -0.633 -2.920 2.173
30 C -1.107 -3.442 0.800
31 N -2.506 -3.770 0.753
32 C -2.747 -5.067 0.455
33 O -3.798 -5.633 0.351
34 N -1.480 -5.655 0.277
35 C -0.455 -4.788 0.478
36 O 0.725 -5.022 0.441
37 C 3.394 1.026 1.448
38 C 4.655 1.287 1.939
39 H 5.898 2.562 5.521
40 H 6.246 0.810 5.598
41 H 7.523 1.955 5.119
42 H 3.952 1.247 5.254
43 H 1.734 0.799 4.374
44 H 0.226 0.859 2.642
45 H -1.376 0.654 1.140
46 H -0.113 2.401 -1.869
47 H -1.576 2.908 -3.757
48 H -5.245 1.992 -3.799
49 H -4.679 4.369 -3.344
50 H -5.047 4.102 -5.051
51 H -3.374 4.293 -4.526
52 H -3.706 0.594 -5.158
53 H -2.786 2.030 -5.610
54 H -4.463 1.859 -6.129
55 H -4.865 1.118 -1.709
56 H -3.395 0.606 0.188
57 H 2.675 -1.375 1.219
58 H 1.526 -2.706 1.003
59 H 3.500 -0.866 -1.373
60 H 2.106 -0.341 -3.628
61 H -0.502 -0.729 -2.936
62 H 0.290 -3.422 2.465
63 H -1.399 -3.149 2.917
64 H -0.851 -2.721 0.014
65 H -3.237 -3.107 0.943
66 H -1.366 -6.633 0.057
67 H 3.235 0.991 0.383
68 H 5.489 1.435 1.273

---

No. 4
Entry from OMol25: a cluster of 6 separate species, C28H30N6O3 in total (wB97M-V/def2-TZVPD).

Values from the calculation:
Total charge ... 0
ΔE to the lowest compared entry with this formula, charge and spin ... 1.3687 eV
DFT total energy ... -1639.18133 Ha
Structure (SMILES) ... NC(=O)OCC=O.c1ccncc1.c1ccncc1.c1ccncc1.c1ccncc1.c1ccncc1
F_max ... 0.799 eV/A
HOMO-LUMO gap ... 0.369 hartree

Atoms and positions in Å:
1 N -2.701 -1.304 -1.395
2 C -1.789 -0.476 -2.054
3 O -2.010 0.591 -2.552
4 O -0.565 -1.087 -2.126
5 C 0.554 -0.277 -1.762
6 C 0.891 -0.593 -0.322
7 O 1.009 0.252 0.525
8 H -2.606 -1.202 -0.388
9 H -3.620 -0.919 -1.587
10 H 0.360 0.790 -1.885
11 H 1.391 -0.560 -2.402
12 H 1.007 -1.668 -0.083
13 C -7.127 -0.098 2.069
14 C -7.099 -0.706 0.825
15 C -5.887 -0.778 0.154
16 N -4.747 -0.287 0.636
17 C -4.789 0.297 1.833
18 C -5.947 0.414 2.586
19 H -8.052 -0.024 2.627
20 H -7.992 -1.120 0.378
21 H -5.840 -1.257 -0.819
22 H -3.850 0.694 2.203
23 H -5.920 0.898 3.553
24 C 1.883 5.657 -0.104
25 C 1.433 5.654 -1.415
26 C 1.100 4.440 -1.997
27 N 1.192 3.273 -1.363
28 C 1.623 3.289 -0.101
29 C 1.981 4.451 0.569
30 H 2.155 6.584 0.384
31 H 1.341 6.572 -1.980
32 H 0.743 4.400 -3.021
33 H 1.670 2.317 0.370
34 H 2.337 4.403 1.591
35 C 4.931 0.353 2.202
36 C 5.831 1.387 2.410
37 C 5.353 2.604 2.876
38 N 4.069 2.839 3.137
39 C 3.216 1.837 2.935
40 C 3.592 0.585 2.473
41 H 5.265 -0.612 1.839
42 H 6.887 1.260 2.213
43 H 6.033 3.432 3.046
44 H 2.173 2.047 3.149
45 H 2.843 -0.179 2.324
46 C 8.628 -4.402 3.266
47 C 7.334 -4.890 3.179
48 C 6.373 -4.109 2.554
49 N 6.625 -2.911 2.032
50 C 7.872 -2.454 2.124
51 C 8.904 -3.156 2.727
52 H 9.406 -4.981 3.746
53 H 7.069 -5.856 3.586
54 H 5.351 -4.461 2.466
55 H 8.054 -1.475 1.693
56 H 9.899 -2.733 2.770
57 C -7.367 -0.767 -5.568
58 C -8.267 -1.726 -5.132
59 C -7.880 -2.583 -4.112
60 N -6.684 -2.539 -3.529
61 C -5.829 -1.616 -3.962
62 C -6.120 -0.707 -4.969
63 H -7.634 -0.078 -6.359
64 H -9.253 -1.811 -5.570
65 H -8.561 -3.343 -3.745
66 H -4.858 -1.603 -3.477
67 H -5.383 0.025 -5.270